{"formula": "BH4NS", "method": "the ωB97M-V functional and the def2-TZVPD basis", "species": ["B", "N", "S", "H", "H", "H", "H"], "positions_angstrom": [[0.4560, 0.2277, 0.0628], [-0.8324, -0.1422, -0.2385], [2.3670, 0.5266, -0.0146], [-2.3897, -0.1407, 1.3454], [-3.2376, -0.1817, 0.8318], [-1.3138, -0.3150, 0.5521], [2.3826, 1.7853, 0.2471]], "forces_ev_per_a": [[-1.6, -0.8, -2.0], [7.9, 2.4, -1.7], [-2.7, -2.2, -0.1], [-4.8, -0.1, -1.6], [3.6, 0.2, 2.5], [-2.2, -1.1, 2.6], [-0.3, 1.7, 0.3]], "lowdin_charge": [-0.4819, 0.0583, 0.6763, 0.0663, 0.1185, -0.2170, -0.2205], "homo_lumo_gap_ev": 10.41, "total_charge": 0}